Density functional theory data (ωB97M-V/def2-TZVPD) for C28H31AsBrIrN2O5 as an isolated structure at a distorted geometry.

```
69
C28H31AsBrIrN2O5 (ωB97M-V/def2-TZVPD)
C 2.53 0.89 -4.60
Ir -0.11 0.77 -0.34
C -1.21 -1.06 2.23
H -0.39 3.89 -2.38
C 2.11 1.04 -3.14
H 2.33 -2.72 -2.40
C -3.80 2.02 3.54
H 2.06 1.66 -5.23
C -3.20 2.16 2.28
C -2.15 -0.05 2.58
H 0.18 -1.50 -3.58
O -2.11 1.06 0.49
C 4.45 2.19 0.97
C 3.26 -5.04 0.54
C -1.91 -0.93 -3.49
H 6.57 2.33 1.32
H 3.61 1.00 -4.70
H -1.67 2.26 -3.84
H 4.34 5.93 1.93
H -0.65 4.52 -4.02
H -1.09 -1.89 2.93
C -3.61 0.89 4.30
H 2.25 4.75 1.29
H 2.57 0.27 -2.52
C 3.20 4.22 1.30
C -2.76 -0.13 3.83
C 3.24 2.87 0.96
H -2.03 -1.03 -2.41
C -0.15 3.75 -3.44
H 1.86 -3.88 1.69
Br 7.15 5.09 2.13
C 4.36 4.88 1.66
O 2.01 0.89 0.48
H -2.55 -0.98 4.46
C -0.45 -0.65 -3.84
O -3.42 3.30 1.68
O 0.96 2.80 0.23
C -2.45 1.06 1.71
H 3.53 -5.68 1.37
C 5.56 4.19 1.66
H 2.42 2.00 -2.74
H 4.46 1.14 0.71
C 2.00 2.16 0.54
C 3.86 -5.22 -0.70
N 0.38 -2.04 1.03
C 1.05 -2.09 -0.16
H -1.68 3.63 0.55
H -3.04 4.76 0.34
H -0.29 2.18 -4.94
C 3.52 -4.39 -1.76
C 2.00 -3.19 -0.34
H 4.58 -6.02 -0.84
H -3.11 3.14 -0.38
H 0.93 3.89 -3.55
H -4.08 0.80 5.26
H 2.25 -0.08 -5.00
H -4.38 2.85 3.92
C 2.33 -4.03 0.73
O 0.86 -1.25 -1.07
C 2.60 -3.37 -1.58
As 0.19 0.91 -2.84
H 3.99 -4.53 -2.73
C 5.62 2.84 1.31
C -2.76 3.72 0.47
H -0.33 -0.44 -4.90
N -0.47 -1.07 1.15
H -2.25 -1.86 -3.96
H -2.56 -0.13 -3.83
C -0.58 2.36 -3.91
```

Results
Maximum force ... 1.9 eV/A
Total charge ... +1
Orbital gap (alpha / beta) ... 6.8 / 4.7 eV
Spin multiplicity ... 6
Relative energy (zero: lowest compared OMol25 entry of this formula, charge and spin) ... 89.16 kJ/mol
LUMO (alpha / beta) ... -3.670 / -6.120 eV
HOMO energy (alpha / beta) ... -10.5 / -10.8 eV

Density functional theory data (ωB97M-V/def2-TZVPD) for C28H31Cl2N7O4S2Sn as an isolated structure.

```
75
C28H31Cl2N7O4S2Sn (ωB97M-V/def2-TZVPD)
H 1.47 3.33 4.93
C 5.05 0.66 -1.19
H -1.41 -1.60 -3.36
C 0.50 -3.40 0.20
C -2.70 1.97 1.83
C -4.15 3.72 1.07
C 3.15 -3.91 -0.05
C 1.70 1.30 4.22
H 3.14 1.68 -1.15
C -3.73 2.88 2.08
O -1.97 -1.57 0.56
H 1.87 0.90 5.23
H -3.20 0.40 3.16
S 6.81 -4.91 -0.30
H 3.36 1.94 1.46
H -4.23 -2.40 0.13
H -0.47 1.93 -4.09
H 0.23 -5.51 0.49
H -2.09 1.58 3.83
C 0.10 -0.14 -3.86
O -1.20 0.21 2.66
C 0.95 2.61 4.28
O 0.46 0.06 -2.51
C 2.62 -2.63 -0.16
H 5.61 1.53 -1.49
H -1.16 0.86 -5.32
N 0.83 3.15 2.94
C 0.94 -4.72 0.31
C -0.53 -1.52 -4.00
H -0.84 -1.71 -5.03
H -1.81 0.85 -3.67
Cl -5.16 -0.35 -0.53
Cl -4.10 -2.51 -2.21
N -2.10 1.90 0.65
C -2.57 -1.13 -0.44
H 2.69 -5.98 0.28
H -1.43 -0.40 1.93
N 6.71 -3.32 -0.56
H 6.73 -0.69 -1.13
N 1.31 -2.38 -0.03
H 3.67 2.17 4.15
C 1.68 2.88 1.93
C 4.88 -1.66 -0.64
S 1.37 3.41 0.36
H -0.05 2.47 4.69
C -3.53 3.63 -0.17
H 1.82 0.95 -4.58
H -4.95 4.43 1.24
H 1.16 -0.20 -5.75
C -0.90 0.94 -4.27
C 4.59 -4.09 -0.18
H 2.09 -0.79 -4.37
C -3.99 -1.68 -0.65
C 2.29 -4.98 0.19
C -2.31 1.01 2.92
H 3.56 0.61 3.34
H -2.02 2.60 -1.28
Sn 0.09 0.18 -0.58
H -3.83 4.26 -0.99
C 3.03 1.54 3.53
H -0.54 -3.15 0.33
H 1.11 0.58 3.66
N 5.24 -5.24 -0.07
C 5.67 -0.56 -1.00
C -2.52 2.70 -0.32
O -2.14 -0.31 -1.27
N 2.78 2.18 2.24
H -4.20 2.90 3.05
C 1.37 -0.04 -4.70
C 5.43 -2.99 -0.47
C 3.51 -1.48 -0.48
C 3.67 0.74 -1.01
H -0.01 3.64 2.65
N 2.92 -0.29 -0.64
H 0.18 -2.29 -3.71
```

Results
Maximum force ... 0.5 eV/A
Orbital gap ... 7.0 eV
Relative energy (zero: lowest compared OMol25 entry of this formula, charge and spin) ... 85.40 kJ/mol
LUMO ... -0.674 eV
HOMO energy ... -7.7 eV

Density functional theory data (ωB97M-V/def2-TZVPD) for C28H31F6FeN7O5PS3 as an isolated structure.

```
82
C28H31F6FeN7O5PS3 (ωB97M-V/def2-TZVPD)
H -1.06 -3.88 -1.80
H -6.29 -3.16 4.38
C -0.45 -0.91 5.16
H 1.68 -1.04 5.34
H -0.41 4.41 -3.52
H 2.17 -0.60 -1.65
C -1.37 -2.94 -1.39
N 2.32 -0.80 2.82
N -0.83 -0.83 -0.46
H 3.00 -0.98 3.54
Fe 0.42 0.65 0.51
C -1.22 -0.57 2.95
N 2.14 -0.62 0.45
C 0.57 4.14 -3.95
O -1.32 2.10 -2.76
H -5.35 -1.31 0.20
H -2.65 3.25 -4.79
O 0.58 2.76 -4.28
H -3.48 -3.27 -1.56
H 5.58 -2.55 0.14
C -2.70 -2.58 -1.26
C 1.58 4.20 2.19
C -5.31 -1.00 1.23
C -5.75 -1.38 3.57
C -1.52 -0.74 4.28
H 1.79 4.64 -5.64
H -3.31 1.83 -2.81
N -2.44 0.67 0.13
S 1.27 2.08 -1.52
C 2.83 -1.07 1.53
C -0.42 3.36 3.48
H -0.63 -1.02 6.23
H -3.53 1.80 -5.29
H -2.01 -0.39 2.23
H 0.05 4.72 -5.96
H -2.38 0.49 -3.49
C 0.82 4.93 -5.22
C -0.67 4.03 1.08
N 0.02 -0.57 2.45
C -0.46 -1.99 -0.94
F -1.49 2.55 3.45
O -3.88 2.53 0.81
S -3.94 1.19 0.26
H -5.08 0.16 4.91
H 1.33 4.35 -3.19
F 1.37 5.47 2.65
H -4.13 1.56 3.09
F 2.50 3.66 3.00
O -4.76 1.00 -0.91
H -1.77 1.87 -5.47
H -6.31 -2.73 2.00
C 3.90 -1.61 -0.91
C -4.61 0.62 2.86
C 4.03 -1.75 1.48
F 0.38 2.92 4.47
F 2.15 4.33 0.99
C 4.64 -2.03 0.22
C -5.83 -1.79 2.24
C -2.46 1.58 -3.44
C -2.17 -0.54 -0.40
H -1.59 3.45 1.04
C -2.61 2.16 -4.83
H 0.61 -2.17 -0.97
S 0.28 -0.09 -4.00
F -0.87 4.58 3.87
H 4.49 -2.07 2.41
C 2.72 -0.95 -0.78
N -3.11 -1.43 -0.77
C -5.15 -0.16 3.87
C -4.69 0.20 1.54
C 0.83 -0.92 4.68
H -5.86 -2.02 5.49
H -0.20 3.98 0.10
C 0.28 3.36 2.09
C 1.04 -0.76 3.29
P 0.19 1.66 -3.13
H -0.89 5.06 1.35
H 4.27 -1.80 -1.92
N -6.30 -2.18 4.60
O 0.62 2.09 1.81
H 0.83 6.00 -5.01
H -2.55 -0.71 4.62
```

Results
Maximum force ... 0.4 eV/A
Total charge ... -2
Orbital gap (alpha / beta) ... 3.4 / 6.7 eV
Spin multiplicity ... 6
Relative energy (zero: lowest compared OMol25 entry of this formula, charge and spin) ... 0.00 kJ/mol
LUMO (alpha / beta) ... 4.144 / 4.143 eV
HOMO energy (alpha / beta) ... 0.7 / -2.5 eV

Density functional theory data (ωB97M-V/def2-TZVPD) for C28H31GeILiN4O2 as an isolated structure.

```
68
C28H31GeILiN4O2 (ωB97M-V/def2-TZVPD)
I -2.59 1.21 1.07
N -1.68 -4.06 -3.49
Ge -0.02 1.37 -1.29
C 0.80 1.74 0.47
H 1.24 4.53 4.11
C 1.21 0.31 -3.66
N 0.46 -4.87 -3.21
H 1.96 -0.53 -5.49
N 2.40 -1.42 -0.84
H 3.32 -1.44 -1.28
H 0.77 -4.10 -3.77
H 3.36 -3.87 -1.53
H 1.22 -6.72 -2.60
C 1.50 -5.66 -2.53
H -1.20 4.80 4.39
Li -0.37 -0.49 1.12
C -2.37 2.61 -2.49
C -3.21 3.67 -2.83
C 2.08 0.25 -4.74
C -1.79 5.17 -1.60
C 1.65 -2.62 -1.15
C 1.07 3.15 2.47
C 3.02 2.19 1.41
C 3.21 2.20 -3.93
H 3.76 1.14 -5.72
C 2.47 2.99 2.36
H 0.86 -5.28 -0.49
H 0.42 -0.43 -3.56
H 2.45 3.07 -2.14
H -2.24 -5.77 -1.74
C -2.92 4.95 -2.38
H -0.76 0.01 -1.39
H 3.99 2.94 -4.04
C 3.09 1.19 -4.88
C -0.96 4.11 -1.27
C 0.55 4.00 3.47
O 0.31 -1.98 0.72
H -4.09 3.49 -3.44
H 2.83 -3.85 0.13
H -3.57 5.77 -2.64
C -1.24 2.82 -1.71
H 1.37 -2.56 -2.21
C 1.33 1.31 -2.70
C 2.47 -3.91 -0.90
C -1.67 3.37 2.85
H -1.30 -3.22 -3.88
H 4.09 2.05 1.34
C 0.33 -2.64 -0.36
C 1.78 -5.26 -1.08
H 2.62 1.05 -0.37
H -1.56 6.17 -1.26
H -0.08 4.30 -0.66
H -2.62 1.61 -2.84
C 2.17 1.60 0.45
C -1.18 2.55 1.88
N -1.31 -5.88 -2.12
H -2.58 -3.94 -3.05
O -0.60 -3.33 -0.81
C -0.80 4.15 3.64
H -0.67 -6.38 -1.53
C 0.21 2.46 1.57
H 2.44 -6.03 -0.68
C 2.34 2.26 -2.86
C -0.83 -4.91 -2.90
H 2.53 -1.36 0.17
H -2.73 3.40 3.05
H 3.10 3.51 3.08
H 2.40 -5.55 -3.13
```

Results
Maximum force ... 0.6 eV/A
Total charge ... +1
Orbital gap ... 8.5 eV
Relative energy (zero: lowest compared OMol25 entry of this formula, charge and spin) ... 0.00 kJ/mol
LUMO ... -2.260 eV
HOMO energy ... -10.7 eV

Density functional theory data (ωB97M-V/def2-TZVPD) for C28H31IrN5 as an isolated structure at a distorted geometry.

```
65
C28H31IrN5 (ωB97M-V/def2-TZVPD)
C -1.78 -1.64 2.15
H -0.16 3.16 -1.42
H 2.89 -2.20 -5.35
H -1.71 4.97 -2.08
H -3.73 -2.01 1.31
H 3.30 -0.82 -3.59
C -0.39 0.95 4.15
C -2.09 3.97 -1.89
H -4.13 4.50 -2.26
H -4.98 2.22 -1.86
H -3.44 0.43 -1.20
H 0.80 -2.94 -6.14
C -3.07 1.42 -1.40
C 2.46 1.87 3.42
H -2.32 0.08 0.95
Ir 0.59 0.12 0.13
H -2.76 -3.46 1.60
H 1.17 3.01 6.38
H 4.02 0.01 2.09
C -2.29 -2.42 -0.23
C -1.82 -0.11 1.90
H -1.28 -2.70 -5.07
C -0.62 -2.18 -3.14
C -1.67 1.65 -1.26
N 2.07 0.46 1.51
H 2.99 3.23 4.92
H -1.36 0.48 4.26
C 2.04 -2.05 -4.69
C 2.32 -1.29 -3.54
C -3.45 3.71 -2.01
C 1.63 1.08 2.62
N 1.87 -0.16 -1.44
N -0.47 0.40 1.80
H -1.63 -2.33 -2.79
C -0.41 -2.43 -4.49
H -0.76 -1.97 1.96
H 3.44 -1.35 0.06
H -2.29 -1.40 -0.61
C 1.55 -1.02 -2.42
N 0.11 -2.04 -0.86
C -3.93 2.43 -1.76
H -2.01 -1.85 3.20
C -0.88 -3.01 -0.46
C 0.02 1.63 5.29
H 3.85 0.08 -2.15
H 3.22 1.41 -1.17
H 4.91 -0.39 -0.13
H 3.86 1.48 1.10
C 0.19 0.84 2.88
H -0.51 -3.47 0.46
C 3.83 -0.33 -0.03
C 2.21 2.56 4.60
C 1.13 2.44 5.46
C -2.72 -2.42 1.24
C -1.22 2.98 -1.53
C 3.22 0.32 -1.29
H -0.66 1.57 6.13
C 0.81 -2.50 -5.15
H 3.46 2.02 3.03
C 3.49 0.46 1.23
N -0.85 0.69 -0.93
H -2.40 0.40 2.68
H -3.02 -2.99 -0.80
C 0.29 -1.78 -2.14
H -0.94 -3.80 -1.22
```

Results
Maximum force ... 1.6 eV/A
Orbital gap (alpha / beta) ... 4.5 / 5.9 eV
Spin multiplicity ... 6
Relative energy (zero: lowest compared OMol25 entry of this formula, charge and spin) ... 58.59 kJ/mol
LUMO (alpha / beta) ... -0.074 / -1.463 eV
HOMO energy (alpha / beta) ... -4.6 / -7.4 eV

Density functional theory data (ωB97M-V/def2-TZVPD) for C28H31N5O5S2SbSe4SiTc as an isolated structure.

```
78
C28H31N5O5S2SbSe4SiTc (ωB97M-V/def2-TZVPD)
C -2.90 -0.86 2.30
Se 3.87 -6.11 1.17
H 0.02 -3.53 3.73
C 2.63 -0.60 4.70
H 0.24 4.35 -0.66
C -3.41 1.86 -5.19
H -4.30 3.69 -4.49
O 1.11 -1.47 -0.98
H 3.69 -0.45 4.49
N 0.12 -0.28 -2.94
C -2.62 0.76 -4.86
C -3.13 2.79 -2.97
C -2.57 -1.25 1.06
H -4.14 4.44 -0.32
Se 2.42 -2.06 0.48
C -0.36 4.63 0.20
H 2.10 0.34 4.49
S -1.95 0.52 2.80
H 1.76 -6.53 -1.66
H -2.93 3.16 -0.20
C 1.99 -3.28 -2.53
H -4.59 2.76 -0.68
C 1.38 -1.96 -2.24
H 4.09 -2.96 2.98
H 2.92 -6.79 -3.82
C 2.66 -3.42 -3.75
Se 6.16 -4.37 -1.86
H -2.44 -0.04 -5.57
C -1.94 6.10 1.28
H 0.46 -3.03 5.37
C -1.04 4.21 2.48
H -3.00 -2.09 0.53
O -3.50 3.79 -2.13
H 0.41 -1.60 1.79
C 3.19 -3.34 3.48
Si 1.95 -2.00 3.68
C -2.28 1.72 -2.67
H 1.57 -0.24 1.92
Sb 5.54 -4.55 0.43
O 1.80 2.61 0.48
C 1.46 -1.31 1.92
H -3.85 1.92 -6.17
C 2.00 -5.66 -2.25
Se 6.68 -3.16 2.02
C 2.66 -5.80 -3.46
H -1.55 -1.41 -3.45
N -0.20 1.23 0.69
H 3.53 -4.78 -5.14
C -0.30 3.86 1.35
H 2.52 -0.82 5.77
H -2.67 7.85 0.48
C 0.34 -2.68 4.34
H -3.64 -1.28 2.96
O 0.92 2.06 2.75
C -2.05 0.72 -3.60
H -0.95 3.62 3.39
H -1.22 6.35 -0.74
C -1.17 5.74 0.16
N -1.56 -0.50 0.49
C -1.14 0.49 1.29
C -1.21 -0.42 -3.15
H -2.44 5.60 3.32
N 0.91 -1.34 -3.25
C -1.86 5.32 2.44
H -3.17 7.53 2.07
H 3.52 -3.75 4.44
H 2.80 -4.17 2.88
H 2.90 -2.54 -4.33
H -0.46 -1.92 4.33
Tc -0.44 0.17 -1.14
C 1.67 -4.40 -1.78
C 3.00 -4.68 -4.20
N -2.79 7.18 1.22
C -3.65 2.85 -4.26
O -1.65 1.59 -1.46
C -3.79 3.51 -0.75
S 0.70 2.43 1.37
H 1.12 -4.31 -0.85
```

Results
Maximum force ... 0.7 eV/A
Orbital gap ... 3.9 eV
Relative energy (zero: lowest compared OMol25 entry of this formula, charge and spin) ... 255.87 kJ/mol
LUMO ... -2.871 eV
HOMO energy ... -6.8 eV